12 unconnected molecules or ions with the total composition C48H105F9O24. Source: OMol25; level of theory: the ωB97M-V functional and the def2-TZVPD basis.

- Maximum force: 0.1041 hartree/bohr
- ΔE to the lowest compared entry with this formula, charge and spin: 0.0 kJ/mol
- E: -125059.707 eV
- Frontier orbital gap: 9.61 eV
- Charge: 0
- SMILES: CCOC(=O)C(F)(F)F.CCOC(=O)C(F)(F)F.CCOC(=O)C(F)(F)F.COCCOC.COCCOC.COCCOC.COCCOC.COCCOC.COCCOC.COCCOC.COCCOC.COCCOC

Last column: Löwdin charge in e.
Atoms and positions in Å:
1 F 9.46378 3.65436 -1.15266  0.13
2 F -2.50755 -1.27231 1.38723  0.15
3 F 0.08343 -4.66189 -0.15642  0.15
4 F 1.63815 -6.08980 0.47282  0.13
5 F 7.33022 4.45267 -0.97450  0.16
6 F -1.48009 -2.21643 -0.26824  0.18
7 F -2.40522 -0.37115 -0.63712  0.19
8 F 2.17125 -3.98113 0.12403  0.16
9 F 7.76561 2.34838 -1.30862  0.19
10 O 3.36023 4.04424 -5.69401  -0.21
11 O 4.55539 -1.41206 3.16711  -0.22
12 O 2.10910 4.90660 -1.30775  -0.21
13 O -0.95460 4.43524 1.96807  -0.19
14 O -6.16171 -3.18881 -2.65007  -0.18
15 O 8.22804 3.98865 1.61965  0.13
16 O -0.65325 2.25292 -4.62091  -0.16
17 O -0.35616 -3.58889 2.15853  -0.07
18 O -3.51565 1.04001 2.99148  -0.22
19 O -4.12810 2.16769 -3.54414  -0.18
20 O -6.63858 -0.67346 -1.01667  -0.18
21 O 0.37855 -0.80662 1.22910  0.15
22 O -3.66006 -6.79231 1.20133  -0.20
23 O -1.76517 0.05233 5.22721  -0.18
24 O 0.82212 -5.85049 -3.30853  -0.19
25 O -0.34353 0.98525 0.08105  -0.01
26 O 3.20430 4.73641 1.35370  -0.18
27 O 1.64545 -4.69910 2.89684  0.12
28 O -6.55652 -7.67229 0.74505  -0.22
29 O 4.01975 1.56510 -4.21873  -0.19
30 O -0.66287 -2.31454 -3.69839  -0.19
31 O 2.54377 -0.04661 6.07136  -0.16
32 O -3.54536 4.19852 0.18446  -0.18
33 O 8.16629 1.78099 1.00099  0.05
34 C -5.03021 1.18351 -3.16207  -0.14
35 C -1.23877 -4.73170 4.21765  -0.04
36 C -4.73115 -3.22393 -2.50532  -0.06
37 C 0.48365 -1.61341 -3.16089  -0.10
38 C 8.27055 1.35111 2.39502  -0.19
39 C -0.91434 -3.32123 3.52221  -0.12
40 C -4.22996 3.51409 -0.79383  -0.16
41 C -2.23055 4.63834 -0.27617  -0.13
42 C -3.16497 -0.35725 5.42200  -0.07
43 C 4.56905 3.37657 -5.90549  -0.21
44 C -1.41722 5.30583 0.92037  -0.16
45 C 8.16905 3.42653 -0.71820  -0.53
46 C -5.96779 -6.91907 1.87106  -0.12
47 C -6.53273 -2.01500 -0.44989  -0.17
48 C 1.99348 1.30641 -0.63826  -0.04
49 C -0.60637 -3.75735 -3.35534  -0.18
50 C 8.20925 3.08538 0.79570  -0.38
51 C -4.62923 1.88182 2.77761  -0.09
52 C -0.23420 -6.78599 -3.66170  -0.08
53 C 2.70058 4.41665 -6.89161  -0.10
54 C 3.09805 4.40821 -2.29092  -0.07
55 C 3.68524 5.72561 0.49917  -0.24
56 C -1.76202 -1.05382 0.27278  -0.57
57 C -2.21967 1.63924 3.37030  -0.14
58 C 0.84546 1.86718 0.25367  -0.12
59 C 3.12567 -0.08321 4.79262  -0.22
60 C -1.02406 5.04721 3.23317  -0.12
61 C 3.75573 -1.47137 1.91835  -0.04
62 C 0.83939 -4.38644 1.99676  -0.26
63 C 7.57336 0.04458 2.56126  -0.08
64 C -4.73613 -6.05071 1.41544  -0.28
65 C 3.08125 0.97284 6.87679  -0.11
66 C 3.88146 -1.43901 4.42964  -0.16
67 C -1.36231 0.53298 3.95809  -0.20
68 C 0.49146 3.09531 -4.46459  -0.10
69 C 0.56761 -4.57076 -3.91680  -0.20
70 C -6.17557 0.28714 -0.16335  -0.16
71 C -1.72642 2.57229 -3.72085  -0.20
72 C -5.84642 -8.81526 0.24924  -0.10
73 C -2.56518 -6.23859 0.39219  -0.03
74 C 1.17925 -4.77919 0.57957  -0.50
75 C 4.52377 0.57170 -3.32892  -0.09
76 C -6.92855 -3.09766 -1.48121  -0.20
77 C -0.48552 -0.27084 0.60825  -0.36
78 C -2.86269 1.62628 -3.98983  -0.17
79 C 2.53055 6.03694 -0.48442  -0.16
80 C 4.12519 4.35939 2.39224  -0.07
81 C 4.91631 2.60445 -4.63525  -0.19
82 H -1.71158 2.02899 2.48823  0.11
83 H 6.59898 0.02096 2.07328  0.08
84 H 7.59990 -0.22224 3.61776  0.09
85 H 5.01152 3.32597 -3.82380  0.11
86 H 9.31671 1.32570 2.69999  0.14
87 H 5.29903 4.12286 -6.21898  0.13
88 H -1.81050 -7.02196 0.32236  0.09
89 H -0.30753 5.86828 3.25625  0.09
90 H 3.80938 0.70267 4.47165  0.11
91 H -1.56905 3.81803 -0.55475  0.10
92 H 1.01914 2.01887 1.31900  0.12
93 H 1.46887 -4.03768 -3.61407  0.11
94 H 0.41203 4.05434 -4.97650  0.09
95 H -3.35097 -0.74985 6.42168  0.08
96 H -1.61645 -4.53871 5.22175  0.07
97 H 8.21066 -0.71405 2.10693  0.08
98 H -5.27198 3.42877 -0.48560  0.09
99 H -6.86595 -4.03804 -0.93360  0.11
100 H -1.84472 -2.78077 3.34790  0.09
101 H 1.68436 6.41129 0.09171  0.11
102 H 4.74428 1.11188 -2.40823  0.07
103 H 2.35376 1.13097 7.67293  0.09
104 H -1.12490 -6.31854 -3.24189  0.07
105 H -7.27096 -2.18910 0.33294  0.12
106 H 3.84537 -0.26437 -3.15902  0.09
107 H 0.27543 -0.54628 -3.23827  0.08
108 H 0.69315 -1.88976 -2.12752  0.08
109 H -2.54116 0.64300 -3.64650  0.12
110 H 5.91876 2.23240 -4.84685  0.12
111 H 3.01506 -0.67171 1.92496  0.06
112 H -4.23862 -4.07886 -2.96857  0.08
113 H -4.47487 -5.39653 2.24724  0.12
114 H 3.33846 5.24413 -2.94783  0.09
115 H 3.89339 0.49753 7.42688  0.08
116 H -4.76223 2.34049 3.75742  0.08
117 H -2.95218 1.54526 -5.07313  0.13
118 H -0.21562 -2.69251 4.07412  0.12
119 H 3.95107 3.95870 -1.78260  0.07
120 H -1.55625 -4.16380 -3.70267  0.11
121 H -5.11874 0.06485 -0.01569  0.08
122 H 1.38826 2.56606 -4.78668  0.08
123 H -2.34108 5.29833 -1.13658  0.13
124 H -1.39867 -0.37846 3.36139  0.09
125 H -2.11032 3.58714 -3.82477  0.13
126 H -0.20563 -7.13386 -4.69431  0.09
127 H 0.76493 3.38910 -3.45118  0.06
128 H -4.27990 4.00436 -1.76607  0.09
129 H -5.50884 1.31955 2.46419  0.08
130 H 4.61350 5.67451 -0.06989  0.12
131 H 2.29455 3.50587 -7.33174  0.09
132 H 3.58791 3.58963 2.94623  0.08
133 H -2.09164 -5.43435 0.95528  0.07
134 H -3.93001 0.41847 5.45480  0.08
135 H 1.37691 -1.83132 -3.74630  0.08
136 H 4.61519 -1.65463 5.20633  0.12
137 H 7.62665 1.84061 3.12570  0.12
138 H -2.03082 6.09362 1.35737  0.12
139 H -5.86655 1.59263 -2.59528  0.08
140 H 4.54779 2.64056 -6.70919  0.13
141 H -6.50070 -9.32322 -0.45927  0.08
142 H -2.92972 -6.03331 -0.61432  0.09
143 H -5.51562 -9.50913 1.02203  0.09
144 H -3.88299 2.50856 -1.03179  0.08
145 H -2.00302 5.38253 3.57567  0.09
146 H -0.69815 4.35058 4.00557  0.08
147 H -0.33235 0.87050 4.07371  0.13
148 H -5.56904 -2.18611 0.02982  0.11
149 H -0.60084 5.81689 0.41005  0.10
150 H -4.65702 0.34364 -2.57603  0.07
151 H -2.23774 2.42055 4.13012  0.12
152 H -5.05787 -8.37524 -0.36123  0.07
153 H 4.38248 -1.43530 1.02729  0.09
154 H 3.80073 6.65636 1.05456  0.12
155 H -0.33066 -5.32582 4.31981  0.06
156 H -4.38468 -2.23274 -2.79792  0.09
157 H -5.72255 -7.56704 2.71254  0.12
158 H 2.90457 6.79741 -1.16991  0.11
159 H -5.02044 -5.45566 0.54758  0.11
160 H 0.55112 2.87569 -0.03681  0.10
161 H -6.58109 0.14465 0.83832  0.08
162 H 2.36697 0.32561 -0.34392  0.06
163 H 5.50854 0.17647 -3.57816  0.08
164 H -6.45886 1.22479 -0.64154  0.08
165 H -0.72865 -3.72840 -2.27261  0.09
166 H 2.77935 3.57296 -2.91454  0.05
167 H 5.08018 3.93410 2.08365  0.08
168 H -0.14130 -7.68088 -3.04635  0.08
169 H -3.46227 -1.18130 4.77342  0.08
170 H -1.88660 -5.42785 3.68493  0.06
171 H 4.14582 5.19231 3.09503  0.09
172 H -1.39526 2.56497 -2.68240  0.11
173 H 1.71461 1.24965 -1.69045  0.07
174 H -7.98850 -2.95597 -1.69222  0.13
175 H 3.11127 -2.21025 4.41977  0.11
176 H -4.39487 2.73958 2.14719  0.08
177 H -6.83020 -6.30441 2.12901  0.12
178 H 1.93081 5.14905 -6.64842  0.09
179 H -5.44435 0.65473 -4.02055  0.10
180 H 2.42167 0.21404 4.01536  0.10
181 H 3.41435 4.71228 -7.66053  0.08
182 H 3.45236 1.89302 6.42552  0.09
183 H 3.27135 -2.44701 1.95832  0.07
184 H 2.87502 1.94277 -0.71590  0.06
185 H 0.53077 -4.55535 -5.00607  0.13
186 H -4.53816 -3.31472 -1.43639  0.06



A molecular structure, C7H18NO2S. Source: OMol25; level of theory: the ωB97M-V functional and the def2-TZVPD basis.

- Maximum force: 0.0217 hartree/bohr
- ΔE to the lowest compared entry with this formula, charge and spin: 36.0 kJ/mol
- E: -23963.497 eV
- Frontier orbital gap: 10.73 eV
- Charge: +1

Last column: natural (NBO) charge in e.
Atoms and positions in Å:
1 S 0.82541 0.54262 -0.26570  1.19
2 O 2.07239 1.61606 -0.21552  -0.89
3 O 0.46738 3.57073 1.75456  -0.56
4 N -0.84556 -0.97315 0.08528  -0.45
5 C 1.16726 -2.19353 -0.45532  -0.43
6 C 1.93357 -0.90689 -0.22292  -0.54
7 C -1.83822 -1.25980 -0.94220  -0.43
8 C 0.52687 0.66711 -2.05133  -0.77
9 C -0.07490 -2.16863 0.43040  -0.23
10 C -1.48914 -0.36819 1.24470  -0.43
11 C 0.27536 4.57492 2.38022  0.32
12 H -1.37277 -1.75614 -1.79102  0.21
13 H 1.21534 0.03226 -2.59605  0.24
14 H 2.70907 -0.72079 -0.96335  0.26
15 H -0.73785 -0.08994 1.98023  0.21
16 H -2.62580 -1.91354 -0.55435  0.21
17 H 1.02475 5.37534 2.45694  0.12
18 H 1.79073 -3.04883 -0.19789  0.25
19 H -2.01769 0.53162 0.93608  0.22
20 H -0.66877 -3.07870 0.30240  0.22
21 H -2.30949 -0.33602 -1.27388  0.21
22 H 0.69644 1.70300 -2.32487  0.27
23 H 1.85913 2.37614 0.34321  0.53
24 H 0.87993 -2.29032 -1.50165  0.22
25 H -0.49630 0.39822 -2.27157  0.25
26 H -0.66707 4.75923 2.91675  0.12
27 H 0.23178 -2.11028 1.47643  0.21
28 H 2.38668 -0.89369 0.76774  0.25
29 H -2.20427 -1.05091 1.70842  0.21



2 unconnected molecules or ions with the total composition C4H12. Source: OMol25; level of theory: the ωB97M-V functional and the def2-TZVPD basis.

- Maximum force: 0.0315 hartree/bohr
- ΔE to the lowest compared entry with this formula, charge and spin: 44.8 kJ/mol
- E: -4342.064 eV
- Frontier orbital gap: 12.41 eV
- Charge: 0
- SMILES: CC.CC

Last column: natural (NBO) charge in e.
Atoms and positions in Å:
1 C 2.48338 -0.95955 0.01731  -0.61
2 C -2.86463 0.48047 0.02111  -0.61
3 C 2.77609 -0.29011 1.35413  -0.62
4 C -2.42297 0.78158 -1.39952  -0.61
5 H 3.10054 -0.57946 -0.79712  0.20
6 H -2.69088 -0.57544 0.24542  0.20
7 H 2.26481 -0.76738 2.17915  0.21
8 H 1.50502 -0.65977 -0.36200  0.20
9 H -3.93034 0.60980 0.19829  0.20
10 H -2.30918 1.01690 0.78839  0.20
11 H -2.36283 1.85814 -1.51225  0.20
12 H 2.60619 -2.02615 0.18156  0.20
13 H 3.83314 -0.06383 1.51141  0.21
14 H -3.04665 0.28909 -2.14018  0.21
15 H 2.54300 0.75259 1.26876  0.20
16 H -1.38801 0.48417 -1.58944  0.20



A molecular structure, C29H43I2N6O2S5Yb. Source: OMol25; level of theory: the ωB97M-V functional and the def2-TZVPD basis.

- Maximum force: 0.0218 hartree/bohr
- ΔE to the lowest compared entry with this formula, charge and spin: 75.1 kJ/mol
- E: -145702.886 eV
- Spin multiplicity: 2
- Frontier orbital gap (spin up / spin down): 7.51 / 7.51 eV
- Charge: +2

Last column: Löwdin spin population.
Atoms and positions in Å:
1 Yb -0.79732 -0.13459 2.48432  1.00
2 I -2.46697 -1.90925 4.79070  0.00
3 I 0.44152 -3.23203 3.24878  0.00
4 S -2.97591 -2.15537 0.38171  0.00
5 S -2.72558 2.40911 4.56552  0.00
6 S 0.84045 1.24846 4.29490  0.00
7 S 1.85315 -0.51711 1.42594  0.00
8 S -0.72115 0.56049 -0.31907  0.00
9 O -1.97023 -1.64781 1.42164  0.00
10 O 0.30191 -0.17839 4.44615  0.00
11 N -1.69446 4.16578 2.85113  0.00
12 N 1.15627 1.12839 -2.07487  0.00
13 N 2.96928 -0.63647 -0.95458  0.00
14 N -1.11542 4.48436 5.03391  0.00
15 N -3.89403 1.41147 2.00898  0.00
16 N 0.38216 1.85231 3.02928  0.00
17 C -5.70485 -2.51496 0.26974  0.00
18 C 4.11169 -1.41736 -0.42119  0.00
19 C 5.68326 0.52766 -0.31047  0.00
20 C 2.99199 -0.39485 -2.40248  0.00
21 C -0.84038 0.02042 -4.09506  0.00
22 C 2.49543 0.99261 -2.66015  0.00
23 C 6.36316 -1.42007 -1.54625  0.00
24 C 7.56794 -0.79975 -1.85643  0.00
25 C -0.79643 -0.12344 -6.49514  0.00
26 C -1.85348 -4.27824 -0.97345  0.00
27 C -2.82368 1.26141 2.54614  0.00
28 C 0.82995 0.53512 -0.95024  0.00
29 C -2.63647 -3.91999 0.28331  0.00
30 C 1.95249 -0.24029 -0.22282  0.00
31 C -0.14533 1.22775 -4.15251  0.00
32 C 6.87991 1.14881 -0.62649  0.00
33 C -4.55873 -2.16696 1.21727  0.00
34 C 0.21805 1.75086 -5.38554  0.00
35 C -1.77511 3.77544 4.12585  0.00
36 C 5.41848 -0.75920 -0.77439  0.00
37 C -0.77601 5.17529 2.35620  0.00
38 C 0.21881 1.94354 -2.87816  0.00
39 C -0.70766 -3.06298 5.02170  0.00
40 C -1.16170 -0.65254 -5.26172  0.00
41 C -1.06990 4.23761 6.47070  0.00
42 C 7.82410 0.48333 -1.40078  0.00
43 C -0.11025 1.07827 -6.55691  0.00
44 C -0.54790 -3.50224 -1.10737  0.00
45 C -5.93393 -1.48931 -0.83420  0.00
46 H -0.60981 5.29255 4.70490  0.00
47 H -2.48308 -4.12865 -1.85290  0.00
48 H -5.55773 -3.51127 -0.15421  0.00
49 H -0.03892 4.08367 6.78427  0.00
50 H -6.21302 -0.52146 -0.41579  0.00
51 H -0.84346 5.19312 1.27282  0.00
52 H -0.09320 -2.55586 5.75455  0.00
53 H 4.02005 -0.49938 -2.74195  0.00
54 H 2.37293 -1.14158 -2.90693  0.00
55 H -1.00817 -4.05363 5.33897  0.00
56 H 2.40574 1.16889 -3.73060  0.00
57 H -4.65804 -1.15169 1.60718  0.00
58 H 0.16984 1.49516 -7.51436  0.00
59 H 0.07247 -3.62686 -0.21628  0.00
60 H 0.72989 2.88384 -3.09190  0.00
61 H 4.95480 1.03935 0.31004  0.00
62 H 0.25193 4.92975 2.63281  0.00
63 H -3.59412 -4.43589 0.34465  0.00
64 H 8.76154 0.96548 -1.64148  0.00
65 H 3.16093 1.74598 -2.23083  0.00
66 H 8.30303 -1.32000 -2.45492  0.00
67 H -0.65352 2.14994 -2.26426  0.00
68 H 0.02208 -3.85573 -1.96558  0.00
69 H -1.05338 -0.64654 -7.40581  0.00
70 H -4.46924 -2.86438 2.05308  0.00
71 H -1.65537 3.35437 6.70498  0.00
72 H -1.14120 -0.38174 -3.13363  0.00
73 H -4.65616 2.00107 2.32792  0.00
74 H -6.59728 -2.59043 0.89292  0.00
75 H 0.75066 2.69363 -5.43671  0.00
76 H -1.48660 5.09202 7.00023  0.00
77 H -1.64004 -5.34751 -0.92414  0.00
78 H -0.72000 -2.43068 -1.24478  0.00
79 H -2.06323 -4.12874 1.19065  0.00
80 H -2.17923 3.59330 2.18210  0.00
81 H -6.74011 -1.81241 -1.48998  0.00
82 H 4.04337 -2.42308 -0.84152  0.00
83 H -1.70713 -1.58570 -5.21581  0.00
84 H 3.98517 -1.48839 0.65497  0.00
85 H -1.03925 6.16877 2.72420  0.00
86 H 7.08479 2.14610 -0.26133  0.00
87 H 6.16361 -2.42281 -1.90539  0.00
88 H -5.04868 -1.33787 -1.45374  0.00



A single CH2N4OS molecule. Source: OMol25; level of theory: the ωB97M-V functional and the def2-TZVPD basis.

- Maximum force: 0.1199 hartree/bohr
- ΔE to the lowest compared entry with this formula, charge and spin: 343.3 kJ/mol
- E: -19906.377 eV
- Frontier orbital gap: 7.46 eV
- Charge: 0
- SMILES: S/N=c1\nn[nH]o1

Last column: natural (NBO) charge in e.
Atoms and positions in Å:
1 S -2.32026 0.25462 0.12770  0.16
2 O 1.28460 -1.13847 -0.15796  -0.33
3 N 1.92119 1.05376 -0.07328  0.05
4 N 2.26772 -0.23522 0.37757  -0.16
5 N 0.56804 1.17553 -0.18603  -0.23
6 N -1.03555 -0.87015 -0.05238  -0.58
7 C 0.12515 -0.23682 -0.16214  0.52
8 H 3.40445 -0.71466 0.13876  0.42
9 H -3.35785 -0.69803 -0.40662  0.14



A single C4H5N3O molecule. Source: OMol25; level of theory: the ωB97M-V functional and the def2-TZVPD basis.

- Maximum force: 0.1518 hartree/bohr
- ΔE to the lowest compared entry with this formula, charge and spin: 266.4 kJ/mol
- E: -10744.853 eV
- Frontier orbital gap: 10.50 eV
- Charge: 0
- SMILES: Nc1cc(O)ncn1

Last column: natural (NBO) charge in e.
Atoms and positions in Å:
1 O 1.35784 -1.66343 1.76797  -0.66
2 N -1.45491 0.39567 -0.30881  -0.44
3 N -0.10582 1.72508 -1.61535  -0.87
4 N -0.80221 -1.03825 1.49779  -0.48
5 C 0.65730 -0.18478 -0.15847  -0.35
6 C 0.35891 -0.99532 1.05017  0.54
7 C -1.70920 -0.37952 0.66161  0.27
8 C -0.21087 0.65789 -0.61980  0.34
9 H 0.60796 2.41547 -1.14380  0.37
10 H 1.59913 -0.49883 -0.81356  0.22
11 H -2.76488 -0.64545 0.84479  0.18
12 H 0.25475 1.66947 -2.67854  0.41
13 H 2.21201 -1.45800 1.51601  0.48